The following is a quantum chemistry calculation of C33H31Br2FN9O7Ti as an isolated structure, from the OMol25 dataset.

Each line ends with the Mulliken charge.
Element x y z (Å)
Ti -0.95 1.32 -0.54  -0.55
N -0.73 0.06 1.28  0.12
C -0.90 -1.39 1.07  0.50
C 0.12 -2.22 1.87  -0.33
C -0.37 -3.53 2.49  -0.80
C -0.63 -4.69 1.53  -1.01
N 0.61 -5.40 1.16  -0.18
C 1.33 -5.17 0.08  0.41
N 0.99 -4.22 -0.78  -0.25
N 2.43 -5.91 -0.15  -0.37
C -0.76 -1.64 -0.43  0.15
O -0.73 -2.80 -0.87  -0.82
O -0.66 -0.58 -1.15  -0.10
H 0.17 0.27 1.66  0.47
H -1.44 0.47 1.92  0.59
H -1.91 -1.67 1.34  0.33
H 0.47 -1.59 2.69  0.70
H 0.99 -2.42 1.23  -0.48
H -1.30 -3.34 3.04  0.40
H 0.37 -3.86 3.22  0.42
H -1.11 -4.35 0.62  0.53
H -1.30 -5.42 1.99  0.42
H 0.95 -6.09 1.80  0.21
H 0.10 -3.69 -0.70  0.21
H 1.53 -4.09 -1.61  0.22
H 2.75 -6.59 0.52  0.19
H 3.06 -5.68 -0.90  0.21
O -2.84 0.42 -0.35  -0.35
C -3.65 0.47 -1.30  -0.40
C -3.43 0.95 -2.64  1.57
C -4.55 0.85 -3.48  -0.52
C -4.48 1.27 -4.76  -0.72
C -3.30 1.83 -5.27  -0.43
C -2.20 1.94 -4.46  -0.89
C -2.22 1.49 -3.14  0.34
O -1.11 1.56 -2.43  -0.01
N -5.66 1.13 -5.65  1.00
O -5.53 1.47 -6.82  -0.61
O -6.70 0.68 -5.17  -0.60
H -4.66 0.12 -1.09  0.36
H -5.49 0.43 -3.11  0.60
H -3.28 2.17 -6.29  0.51
H -1.28 2.38 -4.83  0.51
Br 3.51 -2.96 0.88  -0.13
C 4.36 -1.26 0.71  0.48
C 3.96 -0.22 1.53  -0.48
C 4.51 1.04 1.35  -0.04
C 5.47 1.25 0.36  -0.22
C 5.93 0.18 -0.38  -0.34
C 5.36 -1.08 -0.23  -0.75
N 6.11 2.55 0.18  -0.48
N 5.39 3.58 0.13  -0.47
C 3.94 3.42 0.06  0.07
C 3.20 4.18 0.91  -0.36
C 1.82 3.93 1.14  -0.78
C 1.21 2.91 0.48  0.68
O -0.02 2.44 0.70  -0.43
C 1.94 2.23 -0.52  0.08
N 1.21 1.29 -1.19  0.56
C 1.77 0.63 -2.18  -0.12
C 3.08 0.89 -2.58  -1.38
C 3.83 1.81 -1.89  -0.58
C 3.28 2.48 -0.78  0.35
H 3.21 -0.39 2.30  0.54
H 4.20 1.87 1.98  0.54
H 6.72 0.35 -1.11  0.44
H 5.71 -1.91 -0.83  0.46
H 3.72 4.95 1.48  0.42
H 1.26 4.51 1.86  0.50
H 1.15 -0.11 -2.66  0.76
H 3.49 0.37 -3.44  0.42
H 4.84 2.03 -2.21  0.70
Br -6.33 3.02 5.49  -0.12
C -4.90 2.35 4.48  0.42
C -4.73 2.75 3.17  -0.91
C -3.68 2.20 2.46  -0.31
N -2.81 1.32 2.99  -0.38
C -2.99 0.97 4.27  -0.38
C -4.02 1.45 5.06  -0.72
H -5.40 3.46 2.71  0.42
H -3.51 2.49 1.43  0.54
H -2.27 0.27 4.69  0.41
H -4.13 1.14 6.09  0.41
F -2.11 2.71 -0.50  -0.38

## Properties
Energy above the lowest of the compared OMol25 structures with the same formula, charge and spin, eV: 1.102
Charge: +1
Molar mass, g mol⁻¹: 892.3
HOMO-LUMO gap, eV: 7.368



The following is a quantum chemistry calculation of C33H31Br2FN9O7Ti as an isolated structure, from the OMol25 dataset.

Each line ends with the Mulliken charge.
Element x y z (Å)
Ti -0.55 0.66 0.52  -0.12
N 2.34 2.19 -1.58  -0.47
C 1.32 2.28 -2.62  0.58
C 1.62 3.45 -3.58  -1.06
C 0.81 3.68 -4.85  -1.07
C 0.53 2.46 -5.73  -0.84
N -0.63 1.75 -5.22  -0.03
C -1.04 0.55 -5.57  0.84
N -0.45 -0.12 -6.57  -0.38
N -2.06 -0.01 -4.90  -0.36
C -0.09 2.32 -1.99  0.52
O -1.06 2.65 -2.67  -0.88
O -0.19 2.02 -0.73  -0.21
H 2.29 2.97 -0.94  0.25
H 3.27 2.17 -1.99  0.28
H 1.36 1.33 -3.18  0.09
H 2.66 3.32 -3.87  0.39
H 1.58 4.36 -2.98  0.33
H 1.36 4.40 -5.46  0.48
H -0.15 4.15 -4.60  0.32
H 1.40 1.80 -5.77  0.48
H 0.32 2.81 -6.75  0.56
H -1.00 2.12 -4.34  0.15
H 0.25 0.32 -7.13  0.20
H -0.79 -1.01 -6.87  0.21
H -2.41 0.45 -4.08  0.17
H -2.46 -0.89 -5.18  0.21
O -1.89 -0.14 -1.11  0.20
C -1.74 -1.10 -1.86  -0.89
C -0.49 -1.70 -2.19  1.24
C -0.42 -2.65 -3.21  -0.46
C 0.78 -3.22 -3.53  -0.58
C 1.94 -2.90 -2.81  -0.53
C 1.90 -1.97 -1.80  -0.84
C 0.69 -1.31 -1.48  -0.01
O 0.66 -0.42 -0.57  0.42
N 0.85 -4.14 -4.67  0.98
O -0.11 -4.17 -5.43  -0.62
O 1.86 -4.81 -4.79  -0.59
H -2.63 -1.54 -2.33  0.43
H -1.31 -2.95 -3.75  0.66
H 2.87 -3.39 -3.08  0.55
H 2.78 -1.70 -1.24  0.61
Br -3.43 -2.69 7.17  -0.16
C -1.56 -2.68 6.86  0.09
C -0.92 -1.47 6.60  -0.64
C 0.44 -1.46 6.36  -0.01
C 1.16 -2.65 6.39  0.00
C 0.52 -3.84 6.70  -0.14
C -0.85 -3.86 6.91  -0.53
N 2.59 -2.73 6.23  -0.40
N 3.21 -2.05 5.40  -0.51
C 2.58 -1.27 4.39  -0.42
C 3.01 0.03 4.24  -0.44
C 2.39 0.92 3.34  -0.97
C 1.38 0.49 2.53  0.66
O 0.67 1.27 1.69  -0.28
C 1.02 -0.88 2.58  1.19
N 0.06 -1.25 1.69  0.11
C -0.35 -2.50 1.67  -0.33
C 0.22 -3.48 2.50  -1.40
C 1.20 -3.13 3.39  -0.60
C 1.61 -1.78 3.48  0.42
H -1.49 -0.55 6.58  0.45
H 0.94 -0.52 6.18  0.48
H 1.10 -4.76 6.76  0.48
H -1.36 -4.79 7.12  0.44
H 3.79 0.38 4.90  0.43
H 2.70 1.95 3.29  0.52
H -1.13 -2.75 0.96  0.65
H -0.13 -4.50 2.43  0.45
H 1.66 -3.88 4.01  0.63
Br -5.02 5.67 2.58  -0.13
C -3.75 4.40 2.04  0.25
C -2.47 4.42 2.57  -0.68
C -1.56 3.48 2.12  -0.44
N -1.86 2.56 1.20  0.21
C -3.10 2.55 0.70  -0.23
C -4.08 3.44 1.09  -0.78
H -2.19 5.15 3.32  0.44
H -0.55 3.46 2.49  0.50
H -3.32 1.79 -0.03  0.47
H -5.08 3.40 0.67  0.46
F -1.99 0.08 1.36  -0.43

## Properties
Energy above the lowest of the compared OMol25 structures with the same formula, charge and spin, eV: 0.702
Charge: +1
Molar mass, g mol⁻¹: 892.3
HOMO-LUMO gap, eV: 6.978



The following is a quantum chemistry calculation of C33H31BrO14S as an isolated structure, from the OMol25 dataset.

Each line ends with the Mulliken charge.
Element x y z (Å)
C -4.75 1.07 -5.18  -0.69
O -4.17 0.81 -6.45  -0.45
C -2.86 0.30 -6.38  -0.92
C -2.76 -1.13 -5.86  0.58
C -2.55 -2.17 -6.96  -0.90
C -2.28 -3.57 -6.40  -1.21
C -1.08 -3.67 -5.48  0.53
O -0.35 -4.85 -5.92  -0.43
S 0.17 -5.70 -4.69  1.14
O 0.26 -7.07 -4.99  -0.59
O 1.33 -5.06 -4.17  -0.55
O -1.11 -5.38 -3.78  -0.56
C -1.29 -3.97 -3.98  0.15
C -2.47 -3.40 -3.22  -0.65
C -2.13 -2.22 -2.36  0.33
O -2.74 -1.18 -2.36  -0.45
Br -0.63 -2.41 -1.11  -0.08
H -5.48 1.86 -5.24  0.35
H -5.25 0.17 -4.83  0.25
H -4.00 1.35 -4.45  0.27
H -2.45 0.41 -7.38  0.39
H -2.27 0.94 -5.73  0.38
H -1.99 -1.16 -5.10  0.03
H -3.69 -1.38 -5.37  0.08
H -3.49 -2.23 -7.49  0.31
H -1.81 -1.87 -7.68  0.42
H -3.16 -3.99 -5.93  0.44
H -2.07 -4.22 -7.24  0.34
H -0.42 -2.81 -5.54  0.56
H -0.42 -3.54 -3.49  0.34
H -3.29 -3.12 -3.86  0.25
H -2.83 -4.17 -2.55  0.40
C -1.92 -1.44 5.01  -0.37
C -0.68 -1.32 4.54  -0.28
C -0.43 -1.11 3.09  0.28
O 0.70 -1.00 2.67  -0.50
C -1.60 -1.02 2.19  -0.34
C -2.84 -1.15 2.67  -0.46
C -3.09 -1.37 4.11  0.29
O -4.22 -1.48 4.54  -0.56
H -2.12 -1.60 6.06  0.42
H 0.20 -1.37 5.17  0.42
H -1.40 -0.86 1.14  0.56
H -3.71 -1.10 2.03  0.47
C 3.42 0.76 3.27  -0.27
C 4.32 1.47 2.60  -0.43
C 4.97 2.65 3.20  0.36
O 5.80 3.30 2.59  -0.57
C 4.58 3.03 4.58  -0.42
C 3.68 2.32 5.26  -0.34
C 3.02 1.13 4.65  0.38
O 2.20 0.49 5.27  -0.51
H 2.93 -0.11 2.85  0.49
H 4.63 1.21 1.59  0.43
H 5.07 3.89 5.01  0.46
H 3.38 2.58 6.27  0.44
C -4.74 2.90 -0.25  -0.37
C -5.35 2.79 -1.42  -0.22
C -4.98 3.67 -2.56  0.41
O -5.54 3.57 -3.63  -0.56
C -3.91 4.68 -2.34  -0.41
C -3.30 4.78 -1.16  -0.37
C -3.66 3.90 -0.02  0.36
O -3.10 4.00 1.05  -0.56
H -4.99 2.28 0.60  0.44
H -6.13 2.07 -1.61  0.44
H -3.66 5.31 -3.18  0.44
H -2.51 5.50 -0.98  0.41
C 6.92 0.87 7.43  -0.33
C 8.09 0.24 7.35  -0.37
C 9.35 1.00 7.11  0.34
O 10.42 0.43 7.03  -0.54
C 9.25 2.47 6.96  -0.37
C 8.07 3.09 7.04  -0.35
C 6.82 2.34 7.28  0.49
O 5.75 2.90 7.35  -0.55
H 5.99 0.34 7.61  0.45
H 8.19 -0.83 7.45  0.41
H 10.17 3.00 6.78  0.40
H 7.98 4.16 6.93  0.42

## Properties
Molar mass, g mol⁻¹: 763.6
HOMO-LUMO gap, eV: 8.225



The following is a quantum chemistry calculation of C33H31Cl8N4O6RuSTe as an isolated structure, from the OMol25 dataset.

Each line ends with the Mulliken charge.
Element x y z (Å)
Ru 1.94 1.49 0.96  0.77
C 0.47 2.98 4.42  -1.59
C -0.21 2.89 3.02  2.08
C -1.63 3.22 3.01  -1.69
O 0.02 1.53 2.48  -0.31
C 0.54 3.88 2.06  -0.11
O 0.08 5.01 1.84  -0.70
O 1.56 3.40 1.40  -0.62
H -0.13 2.53 5.23  0.43
H 0.48 4.03 4.81  0.46
H 1.55 2.71 4.44  0.26
H -2.16 2.36 3.36  0.49
H -1.99 3.53 2.03  0.06
H -1.88 4.17 3.54  0.31
H 0.25 0.95 3.24  0.22
Cl 3.95 -0.99 0.01  -0.19
C 3.68 0.15 -1.33  1.64
C 2.78 1.21 -1.10  -2.25
C 2.57 2.08 -2.16  1.19
Cl 1.60 3.52 -1.91  -0.14
C 3.26 1.88 -3.42  0.33
Cl 2.89 2.88 -4.78  -0.20
C 4.07 0.79 -3.63  0.07
Cl 4.91 0.44 -5.13  -0.18
C 4.36 -0.06 -2.52  0.29
Cl 5.38 -1.38 -2.67  -0.20
C 6.42 2.18 2.93  -1.13
N 5.18 1.62 3.31  0.23
C 5.02 0.97 4.51  -0.18
C 3.89 0.31 4.78  -1.08
C 2.75 0.29 3.94  0.23
O 1.63 -0.18 4.20  -0.72
N 3.00 1.02 2.75  0.64
C 4.15 1.58 2.42  0.12
O 4.21 2.15 1.32  -0.56
H 7.04 2.52 3.75  0.37
H 6.21 3.02 2.31  0.36
H 6.96 1.54 2.35  0.38
H 5.87 0.90 5.13  0.42
H 3.79 -0.14 5.74  0.50
C -2.16 3.79 -2.02  -1.06
Te -1.51 1.99 -1.04  0.36
C -3.29 1.83 0.15  -1.29
H -2.29 4.62 -1.28  0.33
H -3.09 3.58 -2.61  0.30
H -1.33 3.89 -2.65  0.30
H -4.18 1.42 -0.36  0.44
H -3.33 2.90 0.50  0.50
H -3.02 1.20 1.00  0.24
Cl -5.12 -3.14 2.00  -0.24
C -4.06 -2.90 0.66  -0.06
C -3.84 -1.69 0.06  -1.13
C -2.88 -1.69 -0.96  0.66
C -2.24 -2.80 -1.47  0.83
C -1.18 -2.55 -2.50  -0.82
C 0.22 -2.97 -1.93  -1.76
N 0.47 -2.24 -0.68  0.58
C 0.27 -2.71 0.60  -1.08
C 0.41 -1.58 1.39  -1.03
N 0.74 -0.52 0.63  1.38
C 0.63 -0.91 -0.60  -1.71
O -1.34 -3.21 -3.75  -0.51
C -2.39 -2.57 -4.50  -0.80
C -3.80 -3.03 -4.18  0.21
C -4.87 -2.24 -3.86  0.43
Cl -4.99 -0.49 -3.78  -0.18
S -6.25 -3.14 -3.18  -0.14
C -5.33 -4.59 -3.34  -0.46
C -4.10 -4.38 -3.90  -0.63
C -2.61 -4.05 -0.93  0.73
Cl -1.93 -5.54 -1.46  -0.20
C -3.49 -4.08 0.12  -0.83
H -4.41 -0.84 0.39  0.50
H -2.61 -0.75 -1.46  0.41
H -1.14 -1.47 -2.62  0.61
H 0.90 -2.76 -2.66  0.53
H 0.32 -4.05 -1.68  0.43
H 0.25 -3.74 0.81  0.56
H 0.46 -1.41 2.44  0.69
H 0.79 -0.30 -1.48  0.70
H -2.18 -2.76 -5.57  0.44
H -2.12 -1.49 -4.50  0.37
H -5.80 -5.53 -3.05  0.42
H -3.35 -5.13 -4.02  0.55
H -3.66 -5.00 0.67  0.42

## Properties
Energy above the lowest of the compared OMol25 structures with the same formula, charge and spin, eV: 0.470
⟨S²⟩: 8.7573
Multiplicity: 6
Molar mass, g mol⁻¹: 1124.0
HOMO-LUMO gap (spin up / spin down), eV: 8.187 / 6.644



The following is a quantum chemistry calculation of C33H31F40N4O5PS as an isolated structure, from the OMol25 dataset.

Each line ends with the Mulliken charge.
Element x y z (Å)
C 1.42 5.09 -0.39  -1.32
C -0.06 5.27 -0.65  0.27
N -0.61 4.39 -1.70  -0.25
C -0.95 3.10 -1.22  -0.20
C -0.09 2.03 -1.35  -1.04
C -0.49 0.76 -0.86  0.51
N 0.22 -0.38 -0.89  -0.71
S -0.68 -1.50 -0.16  0.26
N -1.97 -0.65 0.19  -0.60
C -1.76 0.61 -0.24  0.72
C -2.64 1.70 -0.12  -0.75
C -2.25 2.92 -0.60  0.24
P -3.43 4.29 -0.44  0.93
N -4.84 3.94 -1.07  -0.93
H 2.01 5.09 -1.30  0.39
H 1.77 5.88 0.27  0.48
H 1.62 4.15 0.12  0.20
H -0.29 6.31 -0.89  0.29
H -0.58 5.03 0.27  -0.27
H 0.08 4.26 -2.43  0.41
H 0.87 2.18 -1.81  0.61
H -3.61 1.57 0.33  0.55
H -2.88 5.42 -1.04  0.01
H -3.56 4.60 0.91  -0.02
H -4.83 3.02 -1.47  0.27
C 6.99 1.59 -1.04  -0.99
C 5.54 1.94 -1.42  1.02
C 5.27 2.38 -2.86  0.03
F 5.92 3.52 -3.16  -0.22
F 3.95 2.61 -3.01  -0.21
F 5.05 2.86 -0.56  -0.24
F 4.83 0.80 -1.25  -0.34
O 7.75 2.57 -0.35  -0.33
C 8.47 3.53 -1.03  0.66
C 7.97 4.94 -0.68  0.34
F 6.68 5.08 -1.03  -0.20
F 8.71 5.84 -1.37  -0.29
F 8.48 3.32 -2.35  -0.29
F 9.74 3.44 -0.59  -0.32
H 6.89 0.78 -0.32  0.45
H 7.53 1.17 -1.88  0.34
H 5.57 1.60 -3.57  0.28
H 8.08 5.13 0.39  0.20
C 0.56 2.47 5.30  -0.47
C -0.46 2.15 6.40  0.94
C -1.59 1.17 6.07  0.06
F -2.38 1.66 5.09  -0.21
F -2.35 1.00 7.17  -0.28
F -0.97 3.29 6.91  -0.28
F 0.25 1.55 7.40  -0.33
O 0.41 3.70 4.60  -0.39
C -0.41 3.83 3.51  0.73
C -1.48 4.90 3.76  0.16
F -2.25 4.56 4.81  -0.24
F -2.30 5.00 2.68  -0.22
F -0.94 2.66 3.12  -0.27
F 0.35 4.29 2.49  -0.28
H 1.50 2.60 5.83  0.15
H 0.70 1.63 4.63  0.37
H -1.19 0.20 5.76  0.30
H -1.01 5.86 3.96  0.24
C -5.84 -4.07 0.69  -0.81
C -4.37 -4.48 0.49  0.82
C -3.53 -3.67 -0.51  0.33
F -4.02 -3.77 -1.76  -0.27
F -2.27 -4.17 -0.52  -0.25
F -4.30 -5.80 0.18  -0.26
F -3.76 -4.31 1.69  -0.33
O -6.83 -4.83 0.02  -0.40
C -7.25 -4.52 -1.25  0.76
C -6.96 -5.67 -2.22  0.26
F -5.63 -5.91 -2.27  -0.21
F -7.37 -5.33 -3.46  -0.30
F -6.74 -3.36 -1.70  -0.28
F -8.59 -4.39 -1.21  -0.30
H -6.03 -4.28 1.75  0.44
H -5.98 -3.00 0.56  0.34
H -3.49 -2.62 -0.21  0.16
H -7.47 -6.58 -1.90  0.30
C 4.70 3.09 4.22  -0.82
C 4.47 1.59 4.48  0.96
C 5.19 0.95 5.67  0.03
F 6.53 0.99 5.53  -0.23
F 4.81 -0.35 5.74  -0.26
F 4.72 0.90 3.36  -0.24
F 3.14 1.46 4.79  -0.33
O 5.63 3.47 3.22  -0.31
C 6.96 3.64 3.51  0.73
C 7.89 2.70 2.74  1.30
F 7.60 1.41 3.01  -0.24
F 9.16 2.95 3.14  -0.29
F 7.19 3.56 4.84  -0.31
F 7.30 4.89 3.12  -0.30
H 3.75 3.45 3.84  0.35
H 4.88 3.63 5.15  0.36
H 4.91 1.44 6.61  0.30
H 7.82 2.85 1.66  -0.65
C -5.10 -7.64 -4.80  -0.59
C -3.64 -7.98 -5.12  0.93
C -2.96 -7.21 -6.26  0.07
F -3.56 -7.45 -7.44  -0.23
F -1.68 -7.63 -6.36  -0.27
F -3.50 -9.31 -5.32  -0.28
F -2.93 -7.66 -4.00  -0.32
O -6.10 -8.52 -5.31  -0.41
C -6.66 -8.37 -6.54  0.78
C -6.40 -9.59 -7.43  0.19
F -5.08 -9.77 -7.61  -0.22
F -6.97 -9.38 -8.64  -0.26
F -6.28 -7.23 -7.15  -0.29
F -8.00 -8.30 -6.38  -0.30
H -5.18 -7.76 -3.73  0.25
H -5.34 -6.60 -5.01  0.39
H -2.97 -6.14 -6.06  0.30
H -6.83 -10.48 -6.97  0.24

## Properties
Molar mass, g mol⁻¹: 1386.6
HOMO-LUMO gap, eV: 7.379